{"formula": "C40H114N6O14", "method": "ωB97M-V with the def2-TZVPD basis set", "largest_force_ev_per_a": 3.0, "charge": 0, "multiplicity": 1, "de_lowest_kj_mol": 600.0, "e_lumo_ev": 0.13, "homo_energy_ev": -8.98, "symbols": ["C", "C", "C", "O", "C", "N", "H", "H", "H", "H", "H", "H", "H", "H", "H", "H", "H", "C", "C", "C", "O", "C", "N", "H", "H", "H", "H", "H", "H", "H", "H", "H", "H", "H", "C", "C", "C", "O", "C", "N", "H", "H", "H", "H", "H", "H", "H", "H", "H", "H", "H", "C", "C", "C", "O", "C", "N", "H", "H", "H", "H", "H", "H", "H", "H", "H", "H", "H", "C", "C", "C", "O", "C", "N", "H", "H", "H", "H", "H", "H", "H", "H", "H", "H", "H", "C", "C", "C", "O", "C", "N", "H", "H", "H", "H", "H", "H", "H", "H", "H", "H", "H", "C", "C", "O", "H", "H", "H", "H", "H", "H", "C", "C", "O", "H", "H", "H", "H", "H", "H", "C", "C", "O", "H", "H", "H", "H", "H", "H", "C", "C", "O", "H", "H", "H", "H", "H", "H", "C", "C", "O", "H", "H", "H", "H", "H", "H", "C", "C", "O", "H", "H", "H", "H", "H", "H", "C", "C", "O", "H", "H", "H", "H", "H", "H", "C", "C", "O", "H", "H", "H", "H", "H", "H"], "positions_angstrom": [[0.85578, -0.27470, 2.80558], [0.97889, 0.51791, 1.46669], [-0.38434, 1.00686, 0.80964], [-1.15265, -0.14191, 0.29199], [-2.29283, 0.29887, -0.47196], [1.89179, 1.60590, 1.73917], [0.23478, -1.14508, 2.59375], [0.55807, 0.26416, 3.70509], [1.82046, -0.74467, 2.99698], [1.56867, -0.06796, 0.76169], [-0.19512, 1.78342, 0.06852], [-1.09856, 1.39847, 1.53397], [-3.07609, 0.88788, 0.00518], [-2.69059, -0.62878, -0.88348], [-1.92802, 0.84791, -1.34004], [2.68719, 1.29275, 2.27711], [2.21920, 2.08131, 0.91038], [3.41304, -4.28544, 7.65566], [4.95788, -4.22233, 7.50490], [5.60360, -4.73317, 8.81974], [5.25850, -4.09707, 10.03089], [5.66838, -2.78590, 10.10566], [5.34888, -4.95137, 6.26961], [2.82739, -3.85029, 6.84588], [3.08933, -3.76094, 8.55467], [3.19963, -5.35377, 7.62072], [5.30696, -3.19146, 7.44529], [6.69310, -4.76200, 8.83656], [5.33948, -5.77424, 9.00557], [5.47166, -2.49252, 11.13684], [5.09780, -2.13296, 9.44521], [6.72700, -2.72085, 9.85430], [6.30647, -5.26863, 6.31934], [4.74287, -5.69357, 5.95025], [2.47318, -0.80654, -9.55050], [3.19468, -0.81187, -8.19129], [2.26371, -1.24579, -7.08026], [2.89459, -1.02821, -5.83235], [2.10908, -1.47901, -4.70009], [4.23213, -1.81235, -8.37339], [2.00851, -1.77355, -9.74305], [3.23468, -0.61376, -10.30618], [1.83561, 0.07742, -9.56515], [3.54686, 0.20694, -8.02972], [1.93675, -2.27450, -7.23174], [1.39518, -0.59757, -7.19682], [1.20914, -0.86471, -4.67097], [2.62627, -1.42473, -3.74213], [1.90045, -2.54806, -4.74129], [4.54194, -1.99877, -7.43033], [3.77715, -2.67865, -8.62363], [1.34737, 6.48273, 3.31971], [-0.03223, 5.83724, 3.42731], [-0.85820, 5.89068, 2.07231], [-2.04873, 5.22923, 2.33109], [-2.98952, 5.24316, 1.17588], [0.29205, 4.49438, 3.89417], [1.96208, 6.37635, 4.21354], [1.18288, 7.55375, 3.20167], [1.88507, 6.10305, 2.45091], [-0.64758, 6.29032, 4.20459], [-0.27941, 5.33747, 1.33266], [-0.89949, 6.93155, 1.75145], [-3.97111, 4.95772, 1.55417], [-2.70645, 4.54203, 0.39077], [-3.12893, 6.23430, 0.74426], [0.83481, 3.98574, 3.21096], [-0.63041, 4.08360, 3.91470], [-9.69483, -3.26042, -1.73789], [-8.80344, -3.78312, -2.90200], [-9.52010, -3.59151, -4.23531], [-10.64392, -4.39810, -4.40508], [-11.07106, -4.45967, -5.77589], [-7.56913, -2.98204, -2.87372], [-9.89001, -2.20007, -1.89804], [-9.27790, -3.42685, -0.74463], [-10.63090, -3.81793, -1.70547], [-8.54901, -4.84227, -2.86221], [-8.75902, -3.76471, -4.99613], [-9.73225, -2.52628, -4.32682], [-10.25611, -4.75356, -6.43739], [-11.39997, -3.48735, -6.14265], [-11.92889, -5.12328, -5.88474], [-7.30520, -3.14770, -1.91300], [-7.82554, -2.00513, -2.87431], [-0.57083, 4.55293, -5.15078], [0.07167, 5.93524, -4.87004], [-0.62611, 7.19365, -5.63025], [-0.33636, 7.15248, -7.02349], [-1.08204, 8.08080, -7.80101], [-0.04337, 6.11843, -3.44599], [-0.62613, 4.22505, -6.18882], [-1.60549, 4.44700, -4.82465], [-0.05099, 3.77367, -4.59346], [1.11056, 5.88742, -5.19642], [-0.27855, 8.09055, -5.11752], [-1.69836, 7.09043, -5.46378], [-0.54681, 8.28735, -8.72782], [-0.98523, 9.07714, -7.36972], [-2.12372, 7.87194, -8.04469], [0.67138, 5.54459, -3.02180], [0.15198, 7.04821, -3.10327], [-1.63337, -5.11600, -5.39170], [-2.50724, -4.20441, -4.55185], [-3.81535, -4.29314, -5.00262], [-0.61405, -5.01946, -5.01786], [-1.58094, -4.94186, -6.46642], [-1.95388, -6.15687, -5.34716], [-2.17308, -3.17002, -4.63236], [-2.41245, -4.48245, -3.50218], [-4.45718, -4.07330, -4.32340], [-5.62364, -2.43367, 2.38537], [-5.78659, -3.54731, 3.41585], [-6.18928, -4.75443, 2.75532], [-4.99457, -2.75721, 1.55611], [-5.23050, -1.55433, 2.89557], [-6.58392, -2.09525, 1.99621], [-6.54456, -3.32407, 4.16667], [-4.86102, -3.68312, 3.97530], [-5.74045, -5.45291, 3.23729], [4.88897, -4.00304, 0.62374], [6.28134, -3.55181, 0.25934], [6.29628, -2.16928, -0.16597], [4.60627, -3.59665, 1.59484], [4.78174, -5.08175, 0.73763], [4.25076, -3.69352, -0.20390], [6.59861, -4.25019, -0.51508], [6.94325, -3.74393, 1.10377], [7.11257, -1.72068, 0.06643], [-0.20200, -5.91564, 0.68717], [-1.11431, -6.06221, 1.87601], [-1.79749, -7.32126, 1.73026], [-0.73897, -5.89114, -0.26108], [0.55200, -6.68492, 0.52047], [0.33368, -4.96643, 0.69825], [-1.78297, -5.20613, 1.96608], [-0.59464, -5.96551, 2.82927], [-2.18531, -7.45861, 2.59763], [-6.68278, 1.59498, -4.81227], [-7.34810, 2.28808, -3.61123], [-7.88233, 1.32482, -2.82365], [-7.36575, 1.18224, -5.55476], [-6.10831, 0.70499, -4.55533], [-6.03180, 2.31984, -5.30104], [-8.10733, 2.97900, -3.97770], [-6.64229, 2.83718, -2.98801], [-8.27568, 1.73806, -2.05158], [5.96126, 5.47207, -0.40954], [4.63929, 5.39646, -1.04377], [4.06825, 4.12232, -0.91603], [6.44284, 6.44967, -0.43067], [6.58501, 4.85450, -1.05580], [6.03091, 4.98567, 0.56344], [4.54439, 5.72635, -2.07831], [3.99471, 6.11747, -0.54101], [4.60062, 3.48166, -1.39326], [2.41738, 1.46217, 7.92152], [3.40880, 2.55825, 7.61942], [3.52592, 2.52398, 6.23664], [1.38981, 1.62219, 7.59503], [2.45729, 1.27445, 8.99450], [2.66916, 0.50126, 7.47279], [4.31121, 2.53988, 8.23049], [2.88327, 3.49356, 7.81204], [2.72570, 2.85458, 5.82197], [8.26844, 0.77862, 6.49958], [8.23916, 2.26204, 6.14948], [7.49772, 2.43687, 4.96145], [8.97059, 0.43098, 7.25735], [8.36057, 0.25841, 5.54616], [7.28813, 0.44545, 6.84032], [9.24488, 2.67264, 6.05979], [7.70411, 2.77051, 6.95152], [6.57226, 2.26902, 5.15364]]}



{"formula": "C40H20ClF20GeN2O2S2Tc", "method": "ωB97M-V with the def2-TZVPD basis set", "largest_force_ev_per_a": 0.3, "charge": -1, "multiplicity": 2, "de_lowest_kj_mol": 0.0, "e_lumo_ev": [2.10, 2.09], "homo_energy_ev": [-4.90, -4.50], "symbols": ["Tc", "Cl", "C", "C", "C", "C", "O", "C", "C", "O", "C", "H", "H", "H", "H", "C", "N", "C", "C", "N", "C", "S", "H", "H", "H", "H", "H", "H", "F", "C", "C", "C", "F", "C", "F", "C", "F", "C", "F", "Ge", "S", "C", "C", "F", "C", "F", "C", "F", "C", "F", "C", "F", "C", "C", "F", "C", "F", "C", "F", "C", "F", "C", "F", "C", "C", "C", "C", "C", "H", "H", "H", "H", "H", "H", "H", "H", "H", "H", "F", "C", "C", "C", "F", "C", "F", "C", "F", "C", "F"], "positions_angstrom": [[0.31894, 0.47181, 1.58300], [-3.23765, -4.24060, 6.02241], [-2.42816, -3.36308, 4.74867], [-2.57276, -3.79475, 3.41582], [-1.95010, -3.13385, 2.39921], [-1.14388, -1.97265, 2.62982], [-0.60719, -1.39818, 1.62512], [-1.00647, -1.56543, 3.99382], [-0.15559, -0.49283, 4.40852], [0.48413, 0.29484, 3.70528], [-1.65580, -2.27912, 5.02790], [-3.18958, -4.65910, 3.20554], [-2.07273, -3.45315, 1.37459], [-0.04789, -0.37558, 5.49746], [-1.52729, -1.95029, 6.05216], [1.72013, 5.81761, 1.55882], [0.50478, 5.19396, 1.08581], [-0.58538, 5.83337, 0.51744], [-1.49587, 4.88194, 0.22800], [-0.95788, 3.68176, 0.63076], [0.27147, 3.86152, 1.14355], [1.34785, 2.70942, 1.75910], [1.73037, 6.85290, 1.22602], [2.58202, 5.29125, 1.15162], [1.77040, 5.77712, 2.64669], [-0.61012, 6.89911, 0.38572], [-2.47353, 4.95228, -0.21009], [-1.34797, 2.75246, 0.50602], [2.05806, 1.84640, -3.19304], [2.70622, 0.69052, -2.99713], [1.99010, -0.46724, -2.74303], [2.74094, -1.61419, -2.56417], [2.15108, -2.79140, -2.30089], [4.12527, -1.62641, -2.63368], [4.81014, -2.75977, -2.44822], [4.80043, -0.44827, -2.88983], [6.13344, -0.43817, -2.95940], [4.08540, 0.72216, -3.07649], [4.73527, 1.86214, -3.33370], [0.03384, -0.32422, -2.44077], [-0.23302, 0.97907, -0.76560], [-0.72614, -2.13938, -2.65226], [-1.71780, -2.65639, -1.83812], [-2.23046, -1.93341, -0.85381], [-2.23592, -3.93112, -2.02192], [-3.18207, -4.40635, -1.20525], [-1.77810, -4.71028, -3.06740], [-2.27297, -5.93451, -3.26094], [-0.81591, -4.20742, -3.92816], [-0.38676, -4.94791, -4.95648], [-0.32108, -2.93751, -3.70712], [0.59144, -2.47297, -4.57987], [-0.76805, 0.57167, -4.02401], [-0.14653, 0.74592, -5.25011], [1.08560, 0.26839, -5.47762], [-0.74919, 1.40232, -6.31050], [-0.11148, 1.55318, -7.47658], [-2.02870, 1.90416, -6.15840], [-2.62549, 2.53880, -7.17059], [-2.69261, 1.73125, -4.95756], [-3.93792, 2.19601, -4.81558], [-2.05880, 1.06422, -3.92276], [-2.76021, 0.88137, -2.79912], [2.76934, -2.43032, 0.67012], [2.92249, -1.33724, 1.73834], [2.50709, -1.90929, 3.09099], [4.39427, -0.91138, 1.81041], [2.06919, -0.18119, 1.26353], [3.30333, -3.33396, 0.97781], [3.19324, -2.10045, -0.27836], [1.71739, -2.67594, 0.51508], [3.17741, -2.72978, 3.36237], [1.49123, -2.30278, 3.05778], [2.56092, -1.15016, 3.87106], [5.02880, -1.75619, 2.09263], [4.53408, -0.11991, 2.55031], [4.73722, -0.53443, 0.84410], [2.64295, 0.41054, 0.52958], [-3.00397, -0.05254, 0.69141], [-3.00570, 0.85901, 1.68730], [-1.81531, 1.29906, 2.24335], [-2.00580, 2.21523, 3.26380], [-0.94236, 2.75509, 3.91779], [-3.23675, 2.67535, 3.70268], [-3.33828, 3.57552, 4.70098], [-4.38674, 2.20463, 3.09758], [-5.59442, 2.63357, 3.50036], [-4.27012, 1.28289, 2.07580], [-5.38176, 0.81125, 1.48451]]}